A.
Density functional theory data (ωB97M-V/def2-TZVPD) for 2 unconnected molecules or ions with the total composition C6H17N4O2S.

Structure (ORCA input):
```
! RIJCOSX wB97M-V def2-TZVPD def2/J DEFGRID3
* xyz 1 1
C 1.68512 0.90045 -0.16483
C -1.09948 0.62820 2.39622
C -2.52189 1.14732 -1.01138
C -1.35907 -2.12446 0.15322
C 2.40108 -1.28904 -1.96732
C -0.03067 0.12568 1.53148
N 2.12632 2.04004 -0.76748
N -2.41515 -0.12435 -0.44858
N -1.31168 -0.80657 -0.31387
N 0.61509 0.97581 0.62581
O 2.07406 -1.60120 0.72331
O 3.90582 -0.17531 -0.02872
S 2.59344 -0.66511 -0.25295
H -1.77967 -0.13485 2.64002
H -1.58907 1.51470 1.93617
H -0.63819 1.10264 3.41014
H -3.20498 1.69537 -0.43561
H -1.60443 1.52296 -0.78953
H -2.80143 1.23462 -2.07755
H -2.05162 -2.84969 -0.49628
H -0.44301 -2.65460 0.01904
H -1.77434 -2.07020 1.18781
H 2.90386 -0.50961 -2.54553
H 2.90101 -2.23521 -2.08657
H 1.27688 -1.06763 -2.09274
H 0.60170 -0.78626 1.77306
H 1.52725 2.87159 -0.70391
H 3.10721 2.13003 -0.89761
H -3.31463 -0.71187 -0.29229
H 0.22048 1.91655 0.97648
*
```

Calculated values
HOMO energy (alpha / beta), eV: -11.030 / -10.673
Gap between HOMO and LUMO (alpha / beta), eV: 7.2343 / 6.4004


B.
Density functional theory data (ωB97M-V/def2-TZVPD) for 2 unconnected molecules or ions with the total composition C6H17N4O2S.

Structure (ORCA input):
```
! RIJCOSX wB97M-V def2-TZVPD def2/J DEFGRID3
* xyz 1 1
C 1.22158 0.50068 1.39330
C -0.17962 -2.91165 1.07516
C -2.49211 0.28607 -1.90354
C 0.58548 -1.71198 -2.23637
C 0.12742 3.34801 1.58691
C -0.11784 -1.38104 0.95162
N 2.56895 0.83235 1.70366
N -1.14200 -0.12703 -1.95953
N -0.78755 -1.35162 -1.94537
N 0.99456 -0.77007 1.03074
O -1.32898 1.27790 0.82078
O 0.32125 1.95584 -0.72484
S -0.00558 1.80824 0.71708
H -0.85576 -3.31677 0.31321
H -0.61314 -3.23782 2.01197
H 0.82280 -3.32196 0.86188
H -2.93442 -0.33620 -2.66277
H -2.93271 -0.00861 -0.97901
H -2.54938 1.34313 -2.11025
H 0.52567 -1.93056 -3.29147
H 1.27259 -0.90174 -2.18506
H 0.90411 -2.42046 -1.52674
H -0.69531 4.00699 1.29144
H -0.03261 3.09802 2.73167
H 1.09508 3.82767 1.36703
H -0.91603 -0.79226 1.02021
H 2.97212 1.53757 1.02555
H 2.63782 1.47863 2.59845
H -0.36912 0.57573 -1.83914
H 1.90270 -1.35706 0.86343
*
```

Calculated values
HOMO energy (alpha / beta), eV: -10.359 / -10.361
Gap between HOMO and LUMO (alpha / beta), eV: 5.3346 / 5.3366


The winner here is B, beating the second structure by 0.0098 hartree.


A.
Density functional theory data (ωB97M-V/def2-TZVPD) for a single C4H10S2Si molecule.

Structure (ORCA input):
```
! RIJCOSX wB97M-V def2-TZVPD def2/J DEFGRID3
* xyz 0 1
C -0.51501 2.08281 0.67665
Si -0.16739 0.40255 -0.05349
C 0.70657 -0.84197 1.02899
C 0.63387 0.43776 -1.77277
S -2.19772 -0.47928 -0.40416
C -3.39827 0.64713 0.15333
S -5.01332 0.27984 0.41660
H -0.83397 2.91079 -0.07161
H -1.33867 1.98999 1.45096
H 0.45258 2.41544 1.13576
H 0.64976 -1.76002 0.46320
H 1.70837 -0.52977 1.23651
H 0.17567 -1.14545 1.92342
H 1.40340 1.21327 -1.84789
H 1.23952 -0.52522 -1.74092
H -0.07585 0.37209 -2.66084
H -3.05005 1.65730 0.31810
*
```

Calculated values
HOMO energy, eV: -8.462
Structure (SMILES): C[Si](C)(C)SC=S
Gap between HOMO and LUMO, eV: 8.3477


B.
Density functional theory data (ωB97M-V/def2-TZVPD) for 2 unconnected molecules or ions with the total composition C4H10S2Si.

Structure (ORCA input):
```
! RIJCOSX wB97M-V def2-TZVPD def2/J DEFGRID3
* xyz 0 1
C -4.36740 -1.23365 0.22894
C 1.86294 0.93216 -1.03808
C 0.86847 0.24873 1.88545
C -0.04695 -1.53960 -0.53139
Si 0.45514 0.21170 0.03478
S -4.99751 0.12265 -0.05665
S -1.30045 1.49830 -0.14830
H -1.34940 1.46588 -1.47163
H 1.55396 1.82695 -1.57220
H 2.71707 1.20159 -0.42419
H 2.20420 0.21103 -1.77388
H 1.68882 -0.42546 2.11174
H 1.15177 1.24438 2.21247
H 0.01082 -0.05715 2.47564
H 0.43978 -2.29317 0.07989
H -1.12111 -1.69007 -0.44752
H 0.22984 -1.72427 -1.56507
*
```

Calculated values
HOMO energy, eV: -9.203
Gap between HOMO and LUMO, eV: 9.2878


The winner here is A, beating the second structure by 0.0396 hartree.


A.
Density functional theory data (ωB97M-V/def2-TZVPD) for a single C5H7Cl molecule.

Structure (ORCA input):
```
! RIJCOSX wB97M-V def2-TZVPD def2/J DEFGRID3
* xyz 0 1
C -1.05567 0.25287 0.64820
C 0.87804 1.08185 -0.78154
C 0.35154 0.13588 -0.04005
C -2.45321 0.61706 0.06676
C 1.09818 -1.15147 0.29491
Cl -2.58511 0.46579 -1.60233
H -1.09659 -0.73971 1.05594
H -0.99577 1.12675 1.41435
H 0.29033 2.06645 -1.07307
H 1.82617 0.96616 -1.12249
H 1.04551 -1.56500 1.34758
H 2.16575 -1.23657 0.07975
H 0.53082 -2.02009 -0.28800
*
```

Calculated values
HOMO energy, eV: -8.779
Gap between HOMO and LUMO, eV: 8.3651


B.
Density functional theory data (ωB97M-V/def2-TZVPD) for 2 unconnected molecules or ions with the total composition C5H7Cl.

Structure (ORCA input):
```
! RIJCOSX wB97M-V def2-TZVPD def2/J DEFGRID3
* xyz 0 1
C -1.05372 0.16686 1.27002
C -1.37325 0.58194 0.07784
C -0.52330 0.66413 -1.10455
Cl -3.04585 1.08922 -0.21037
H -1.72880 0.12607 2.10627
H -0.04190 -0.01010 1.41703
H -0.31164 -0.35664 -1.45448
H -0.66098 1.30276 -1.91044
H 0.37705 1.03277 -0.72795
C 3.28400 0.87800 -0.00720
C 2.56144 0.87282 0.95010
H 3.91181 0.84997 -0.76023
H 1.63412 0.90574 1.59816
*
```

Calculated values
HOMO energy, eV: -9.634
Structure (SMILES): C=C(C)Cl.C#C
Gap between HOMO and LUMO, eV: 10.6059


C.
Density functional theory data (ωB97M-V/def2-TZVPD) for a single C5H7Cl molecule.

Structure (ORCA input):
```
! RIJCOSX wB97M-V def2-TZVPD def2/J DEFGRID3
* xyz 0 1
C -2.08388 -0.84076 -0.81165
C -1.24777 -0.67990 0.00851
C -0.15177 -0.77187 0.94975
C 1.01056 0.09204 0.40346
C 0.60204 1.17844 -0.49928
Cl 1.86662 -1.10664 -0.57007
H -2.84846 -0.79752 -1.57372
H 0.20154 -1.72569 1.04298
H -0.40267 -0.42060 1.99200
H 1.71849 0.50870 1.17584
H 1.45678 1.65819 -0.87735
H 0.05338 1.99148 0.03854
H -0.17486 0.91412 -1.27903
*
```

Calculated values
HOMO energy, eV: -10.133
Structure (SMILES): C#CC[C@H](C)Cl
Gap between HOMO and LUMO, eV: 11.0652


The winner here is C, beating the second structure by 0.0461 hartree.


A.
Density functional theory data (ωB97M-V/def2-TZVPD) for 2 unconnected molecules or ions with the total composition Cl3O2PS.

Structure (ORCA input):
```
! RIJCOSX wB97M-V def2-TZVPD def2/J DEFGRID3
* xyz 0 1
O -2.22763 0.25060 1.80094
O -1.67620 -0.31258 -0.46479
P 0.97224 -0.20403 -1.03030
S -1.90129 0.70425 0.46827
Cl 0.91961 -1.81598 0.03269
Cl 2.90684 0.05504 -1.47325
Cl 1.00642 1.32269 0.66644
*
```

Calculated values
HOMO energy, eV: -10.452
Gap between HOMO and LUMO, eV: 9.5086


B.
Density functional theory data (ωB97M-V/def2-TZVPD) for a molecular structure, Cl3O2PS.

Structure (ORCA input):
```
! RIJCOSX wB97M-V def2-TZVPD def2/J DEFGRID3
* xyz 0 1
O 2.64548 0.00638 -0.01504
O 0.38852 0.09100 -0.99944
P -1.22854 0.39324 -0.90200
S 1.39540 -0.76075 -0.13615
Cl -1.60811 1.83258 0.52997
Cl -1.82279 -1.29878 0.01963
Cl 0.23003 -0.26366 1.50303
*
```

Calculated values
HOMO energy, eV: -10.239
Gap between HOMO and LUMO, eV: 9.7079


The winner here is A, beating the second structure by 0.0333 hartree.


A.
Density functional theory data (ωB97M-V/def2-TZVPD) for a gas-phase ion, C5H15N4 (charge +1).

Structure (ORCA input):
```
! RIJCOSX wB97M-V def2-TZVPD def2/J DEFGRID3
* xyz 1 1
H -1.85320 -2.36791 0.43723
N -1.21329 -1.87073 1.09393
N -0.47294 -0.99592 0.64548
C 0.33450 -0.33545 1.58892
C -0.44938 0.82922 2.16362
N -0.50060 -0.40425 -0.54599
C -1.64901 -0.65642 -1.42868
C 0.74324 0.21725 -1.19845
C 1.00099 1.65176 -0.84131
N 1.77053 -0.63041 -0.67487
H 0.79500 -0.89113 2.31689
H 1.28234 0.01927 0.97567
H -0.96679 1.27372 1.34549
H -1.06037 0.40101 2.99212
H 0.21095 1.55846 2.67136
H -1.76138 -1.62402 -1.73800
H -2.61577 -0.26383 -1.00337
H -1.55220 -0.04125 -2.31208
H 0.60413 0.13509 -2.25661
H 1.79819 1.98391 -1.47730
H -0.04413 2.06208 -1.12848
H 1.22361 1.96740 0.10675
H 2.71013 -0.41926 -0.96876
H 1.66545 -1.59860 -0.76356
*
```

Calculated values
HOMO energy, eV: -13.575
Structure (SMILES): [H]/N=[N+](/CC)N(C)[C@@H](C)N
Gap between HOMO and LUMO, eV: 9.1689


B.
Density functional theory data (ωB97M-V/def2-TZVPD) for 2 unconnected molecules or ions with the total composition C5H15N4.

Structure (ORCA input):
```
! RIJCOSX wB97M-V def2-TZVPD def2/J DEFGRID3
* xyz 1 1
C -0.78206 -0.95500 2.36290
C 0.19401 -0.69498 1.50864
C 1.62184 -0.54700 -0.47455
C -0.76087 -1.68208 -0.87652
C 0.11799 -0.70661 -0.03055
N -0.31844 1.14295 -1.76236
N -1.67324 1.07117 0.06294
N 0.48696 2.50239 0.27762
N -0.48941 0.76259 -0.45226
H -0.55326 -0.76499 3.41991
H -1.73339 -1.09710 1.83700
H 1.20650 -0.56079 1.92116
H 1.78889 -0.72157 -1.57112
H 2.07484 -1.30945 0.22418
H 1.96741 0.51212 -0.39187
H -1.62603 -1.95248 -0.23070
H -0.03176 -2.66276 -0.96648
H -0.97614 -1.37905 -1.87565
H 0.57902 0.69987 -2.13766
H -0.38375 2.16344 -1.83400
H -2.10885 1.86707 -0.42338
H -1.72432 0.89350 1.03002
H 0.67505 2.24402 1.22793
H 1.30797 2.47736 -0.31204
*
```

Calculated values
HOMO energy (alpha / beta), eV: -13.187 / -14.250
Gap between HOMO and LUMO (alpha / beta), eV: 8.8942 / 9.5415


C.
Density functional theory data (ωB97M-V/def2-TZVPD) for 2 unconnected molecules or ions with the total composition C5H15N4.

Structure (ORCA input):
```
! RIJCOSX wB97M-V def2-TZVPD def2/J DEFGRID3
* xyz 1 1
C 0.16914 1.20370 0.70857
C 0.70038 1.60351 -0.55432
C 0.06951 -1.36887 -0.08671
C 0.75398 -0.25379 0.58110
C 0.59335 -2.71284 -0.40855
N 1.98441 1.87914 -0.88250
N -1.23622 -1.19936 -0.34156
N 2.16593 -0.31484 0.72666
N -3.29730 0.90702 0.54936
H 0.52394 1.61172 1.62744
H -0.94913 1.31751 0.77518
H 0.13236 1.51234 -1.42928
H -0.18307 -3.47800 -0.08313
H 1.57193 -2.76611 0.09659
H 0.66928 -2.72271 -1.52701
H 2.79438 2.02249 -0.29339
H 2.29952 2.20477 -1.74969
H -1.75122 -1.97969 -0.74284
H -1.78664 -0.31364 -0.54708
H 2.84171 -0.58617 0.04333
H 2.54623 -0.29554 1.67436
H -3.04954 1.82882 0.04648
H -3.30165 1.12705 1.57679
H -4.26128 0.77349 0.24017
*
```

Calculated values
HOMO energy (alpha / beta), eV: -11.282 / -11.283
Gap between HOMO and LUMO (alpha / beta), eV: 7.6474 / 7.6482


The winner here is C, beating the second structure by 0.0914 hartree.


A.
Density functional theory data (ωB97M-V/def2-TZVPD) for a gas-phase ion, C3H5N3 (charge +2).

Structure (ORCA input):
```
! RIJCOSX wB97M-V def2-TZVPD def2/J DEFGRID3
* xyz 2 1
C 0.91830 0.92657 -0.87966
C 0.03905 1.32411 1.09062
C 0.01526 -0.52594 -0.25161
N 0.69622 1.79992 -0.02300
N -0.36957 0.08172 0.92268
N -0.44149 -1.59277 -0.84187
H 1.25267 1.12725 -1.93874
H -0.25914 1.70070 2.06867
H -0.79634 -0.44520 1.65473
H -0.05034 -2.12567 -1.54191
H -1.00463 -2.27069 -0.25991
*
```

Calculated values
HOMO energy, eV: -21.745
Gap between HOMO and LUMO, eV: 8.6501


B.
Density functional theory data (ωB97M-V/def2-TZVPD) for a gas-phase ion, C3H5N3 (charge +2).

Structure (ORCA input):
```
! RIJCOSX wB97M-V def2-TZVPD def2/J DEFGRID3
* xyz 2 1
C -1.55716 0.60550 -0.36263
N -0.44085 -0.10705 0.09859
C -0.20811 -1.17283 0.80972
N 0.95050 -1.57051 1.03455
C 1.75703 -0.69929 0.41993
N 1.00125 0.22663 -0.18307
H -1.57219 1.65312 -0.01073
H -1.59071 0.65932 -1.46504
H -2.48901 0.12084 -0.02330
H 2.85174 -0.75936 0.42220
H 1.29752 1.04365 -0.74022
*
```

Calculated values
HOMO energy (alpha / beta), eV: -22.710 / -22.700
Structure (SMILES): Cn1c#[n+]c[nH+]1
Gap between HOMO and LUMO (alpha / beta), eV: 6.9160 / 6.8016


The winner here is A, beating the second structure by 0.1509 hartree.


A.
Density functional theory data (ωB97M-V/def2-TZVPD) for 2 unconnected molecules or ions with the total composition CH6N2O2S.

Structure (ORCA input):
```
! RIJCOSX wB97M-V def2-TZVPD def2/J DEFGRID3
* xyz 0 1
C -0.20995 -0.18749 0.60482
N -1.15946 1.70817 0.24475
N -0.68895 -1.10425 -0.26053
O 1.32941 0.25701 -1.35407
O 2.36859 -0.59638 0.74230
S 1.35322 0.57242 0.06998
H -0.46242 -0.23717 1.64759
H -1.02865 1.77182 -0.76202
H -2.12076 1.42026 0.39658
H 2.58274 -1.27307 0.09340
H -0.29953 -0.96615 -1.19266
H -1.66423 -1.36517 -0.23014
*
```

Calculated values
HOMO energy, eV: -8.531
Gap between HOMO and LUMO, eV: 9.1163


B.
Density functional theory data (ωB97M-V/def2-TZVPD) for a single CH6N2O2S molecule.

Structure (ORCA input):
```
! RIJCOSX wB97M-V def2-TZVPD def2/J DEFGRID3
* xyz 0 1
C 0.02586 -0.57690 -0.12616
N 0.90381 -0.61559 0.97796
N -0.84546 0.55558 -0.15487
O 1.98462 1.16800 -1.03222
O -0.10674 0.26507 -2.65369
S 1.06004 -0.32408 -1.73284
H -0.53642 -1.50577 -0.25832
H 1.44405 -1.47238 1.01029
H 1.54976 0.17256 0.87300
H -0.71926 0.78094 -2.08700
H -0.28996 1.38262 0.05703
H -1.60084 0.48136 0.51438
*
```

Calculated values
HOMO energy, eV: -9.280
Gap between HOMO and LUMO, eV: 9.8111


The winner here is B, beating the second structure by 0.0145 hartree.